No. 1
Entry from OMol25: 7 unconnected molecules or ions with the total composition C7H25NO6 in a non-equilibrium geometry (ωB97M-V with the def2-TZVPD basis set).

ORCA input file:
```
! RIJCOSX wB97M-V def2-TZVPD def2/J DEFGRID3
* xyz 0 1
C -1.66014 1.69532 -2.60627
C -1.28098 0.42407 -2.60608
C -0.99192 -0.39830 -1.42765
C -0.09022 -0.01998 -0.49849
C 0.11190 -0.69555 0.80258
C 1.14470 -0.06502 1.73544
C 1.99269 -1.14669 2.40262
N 0.58230 0.80951 2.80249
H -1.60997 2.38995 -1.75507
H -1.86963 2.24477 -3.51894
H -1.53010 -0.18041 -3.48013
H -1.60104 -1.26965 -1.29104
H 0.48349 0.89353 -0.70143
H -0.83464 -0.69300 1.37088
H 0.32420 -1.75977 0.57428
H 1.80775 0.67035 1.19788
H 1.42419 -1.89856 2.95742
H 2.68207 -0.70631 3.12695
H 2.86288 -1.46385 1.80463
H 1.19007 1.58345 3.05127
H 0.37461 0.33322 3.66558
O 0.34957 4.13874 0.08573
H -0.22395 4.51542 0.76046
H 0.09813 3.21033 0.08368
O 3.44772 -0.66081 -1.82345
H 3.83798 0.10973 -2.23775
H 2.52933 -0.79153 -2.05868
O -2.91594 -0.06242 1.44488
H -3.03636 0.47823 2.23934
H -3.84325 -0.32148 1.34932
O 1.12696 -2.83041 -1.75931
H 1.93259 -3.02924 -2.24230
H 1.18234 -1.97823 -1.30999
O -1.40383 -3.29779 -2.61614
H -1.64887 -3.50244 -1.71026
H -0.48402 -2.98389 -2.56968
O -1.56632 2.48840 1.71245
H -0.84930 1.86925 1.93443
H -2.04497 1.90107 1.11037
*
```

Calculated values
Relative energy (zero: lowest compared OMol25 entry of this formula, charge and spin), eV: 1.7606
Maximum force, Eh/bohr: 0.0411
Structure (SMILES): C=C/C=C/C[C@H](C)N.O.O.O.O.O.O
Highest occupied orbital energy, eV: -9.0



No. 2
Entry from OMol25: 6 unconnected molecules or ions with the total composition C7H26N4O6 in a non-equilibrium geometry (ωB97M-V with the def2-TZVPD basis set).

ORCA input file:
```
! RIJCOSX wB97M-V def2-TZVPD def2/J DEFGRID3
* xyz 0 1
N 4.05811 0.72204 -3.34837
C 3.27632 1.33616 -2.53710
N 2.00215 1.02113 -2.69728
O 3.81311 2.21314 -1.68698
H 4.97966 1.25195 -3.50888
H 3.77149 -0.12944 -3.93305
H 1.40647 1.18004 -1.84172
H 1.66232 0.21968 -3.23595
N -2.09872 2.05097 -0.16422
C -2.29193 1.64834 1.00625
N -3.44460 2.04054 1.44201
O -1.39844 0.86488 1.70390
H -1.08529 1.89886 -0.38090
H -2.64582 2.82824 -0.60668
H -3.48151 1.82177 2.43382
H -3.97290 2.76561 0.94666
C 1.57663 -0.73672 2.11786
C 2.04489 -1.29401 0.76427
O 0.86165 -1.48646 0.02214
H 2.46115 -0.42709 2.69773
H 0.95720 -1.39307 2.72844
H 1.03826 0.18558 1.96883
H 2.62276 -2.22644 1.02471
H 2.81236 -0.75303 0.16295
H 0.60832 -2.48527 0.05823
C 1.21315 1.93380 0.11049
O 0.38269 1.00211 -0.58400
H 1.44948 2.83045 -0.51978
H 2.14010 1.46993 0.34555
H 0.79138 2.36578 0.94680
H 0.53538 -0.00107 -0.32439
C -2.30139 -2.08118 -1.42841
O -2.51210 -1.80066 -2.77515
H -3.14224 -2.56943 -0.94464
H -2.04684 -1.16715 -0.84538
H -1.39270 -2.67126 -1.33786
H -3.12979 -1.03861 -2.83619
C -2.10566 -2.08538 2.79484
O -1.52133 -1.89350 1.57935
H -2.98308 -1.39694 2.89513
H -1.34278 -1.89156 3.56732
H -2.34738 -3.13471 2.79837
H -1.22052 -0.98803 1.42127
*
```

Calculated values
Relative energy (zero: lowest compared OMol25 entry of this formula, charge and spin), eV: 1.0450
Maximum force, Eh/bohr: 0.1447
Structure (SMILES): NC(N)=O.NC(N)=O.CCO.CO.CO.CO
Highest occupied orbital energy, eV: -9.0



No. 3
Entry from OMol25: 8 unconnected molecules or ions with the total composition C7H26O8 in a non-equilibrium geometry (ωB97M-V with the def2-TZVPD basis set).

ORCA input file:
```
! RIJCOSX wB97M-V def2-TZVPD def2/J DEFGRID3
* xyz 0 1
C 3.29539 -2.87333 -0.28835
C 2.01345 -2.54164 -0.18714
C 1.53759 -1.15057 -0.40716
C 1.08093 -0.57696 -1.50250
C 0.58104 0.84733 -1.55790
C -0.83080 0.81684 -0.93993
C -1.74711 -0.25852 -1.60714
O -1.63382 -1.62202 -1.10072
H 4.09874 -2.16869 -0.45770
H 3.60186 -3.88657 -0.06751
H 1.22906 -3.26165 0.02915
H 1.56130 -0.47779 0.45458
H 1.06469 -0.97676 -2.51663
H 1.25255 1.50973 -0.97466
H 0.67763 1.40944 -2.48441
H -0.75867 0.42340 0.06823
H -1.21150 1.83907 -0.92141
H -2.81398 -0.10781 -1.46164
H -1.38052 -0.35204 -2.62800
H -0.74057 -1.86275 -0.79791
O -0.14953 -0.40086 -4.83795
H -0.08544 -1.21352 -5.33952
H -0.99643 0.02664 -4.95300
O 2.12757 3.58980 1.56450
H 2.52044 2.84490 2.02445
H 2.84293 4.01941 1.06504
O -1.21486 -0.51306 3.36698
H -1.72210 -0.56007 2.53962
H -1.01812 -1.36142 3.80702
O -3.76374 0.89660 1.29606
H -3.44364 0.13747 0.80221
H -4.70344 0.68990 1.35737
O -2.68931 -1.79755 1.25326
H -2.55481 -1.79456 0.26926
H -3.37281 -2.46421 1.27911
O -1.61326 3.22634 1.87101
H -1.11154 2.64271 2.43356
H -0.93946 3.92992 1.84321
O 3.61048 1.34519 2.32286
H 4.46118 1.31304 2.75698
H 2.93867 0.71460 2.62674
*
```

Calculated values
Relative energy (zero: lowest compared OMol25 entry of this formula, charge and spin), eV: 2.9898
Maximum force, Eh/bohr: 0.0463
Structure (SMILES): C=C/C=C/CCCO.O.O.O.O.O.O.O
Highest occupied orbital energy, eV: -9.5



No. 4
Entry from OMol25: a molecular structure, C7H29F3Hf2NO20S3 in a non-equilibrium geometry (ωB97M-V with the def2-TZVPD basis set).

ORCA input file:
```
! RIJCOSX wB97M-V def2-TZVPD def2/J DEFGRID3
* xyz 4 2
Hf -0.68999 -4.87544 0.11639
Hf -0.06735 -0.40146 -3.32541
S -0.38706 -1.26300 0.22456
O 0.77587 -0.83939 0.96047
O -0.21490 -0.84158 -1.15413
O -0.50288 -2.70421 0.18799
O -1.60457 -0.75481 0.74926
S 1.39302 -3.73796 -2.73129
O 0.68721 -4.20724 -1.56356
O 0.73271 -2.46790 -3.10078
O 2.76090 -3.44110 -2.39315
O 1.18908 -4.67935 -3.75314
C -4.39786 -2.79928 -2.14461
F -5.15048 -2.38811 -3.22644
F -4.26903 -1.81701 -1.22657
F -4.99750 -3.84892 -1.62948
S -2.61696 -3.21349 -2.77854
O -2.76250 -3.95837 -3.98357
O -1.80378 -1.99371 -2.91361
O -2.13808 -3.98404 -1.62339
C 3.14682 3.24750 -2.07414
O 3.29599 1.99374 -1.46866
C 3.72681 1.86411 -0.16617
C 2.72007 2.40204 0.81116
N 1.38732 1.91831 0.59331
C 0.28923 2.56902 1.35311
C 0.23832 2.00499 2.72274
O -0.78861 2.60499 3.53213
C -0.32921 3.87567 4.03826
H 2.31855 3.83395 -1.67646
H 2.95532 3.06248 -3.13111
H 4.10443 3.74521 -1.92127
H 4.63465 2.45231 -0.03226
H 4.01589 0.85429 0.12502
H 2.64680 3.46663 0.58896
H 3.01051 2.34279 1.86008
H 1.37812 0.92024 0.74778
H -0.58714 2.54255 0.70552
H 0.41358 3.64625 1.46368
H 1.26469 2.17102 3.05000
H 0.22601 0.91564 2.68709
H 0.44411 3.60071 4.75554
H -1.01451 4.52005 4.58892
H 0.29743 4.44701 3.35343
O 3.24276 -0.85350 1.89116
H 2.33257 -0.92439 1.60349
H 3.75459 -1.17793 1.15022
O -2.18245 0.67635 -2.69879
H -2.70662 0.62133 -1.89976
H -2.63073 1.33010 -3.23535
O -2.68743 -3.60025 1.11655
H -3.39282 -3.84725 1.71458
H -2.74215 -2.64618 1.06193
O -2.22606 0.16265 3.29282
H -1.73439 0.93278 3.57809
H -2.05441 0.10289 2.35304
O 1.46724 -4.00219 0.94738
H 1.77957 -3.87209 1.84279
H 2.13809 -3.59684 0.39793
O -3.17599 1.15056 -0.15396
H -2.72564 0.48282 0.36329
H -3.37190 1.84751 0.47222
O 0.35619 1.86296 -1.93489
H 0.02338 2.75979 -1.96912
H 0.80534 1.80568 -1.09156
*
```

Calculated values
⟨S²⟩: 0.757
Maximum force, Eh/bohr: 0.2214
Highest occupied orbital energy (spin up / spin down), eV: -19.8 / -19.8



No. 5
Entry from OMol25: 11 unconnected molecules or ions with the total composition C7H29NO10 in a non-equilibrium geometry (ωB97M-V with the def2-TZVPD basis set).

ORCA input file:
```
! RIJCOSX wB97M-V def2-TZVPD def2/J DEFGRID3
* xyz 0 1
C -1.63307 -1.78841 2.69338
C -1.03299 -0.93780 1.84426
C 0.32142 -0.44638 1.93619
C 1.26952 -0.59635 2.96928
C 2.46504 -0.09011 2.58864
N 2.30309 0.32582 1.26330
C 1.03719 0.02994 0.82215
C 0.61164 -0.06736 -0.62784
H -1.18160 -2.17204 3.58330
H -2.70504 -1.87652 2.53949
H -1.52202 -0.73460 0.89026
H 1.10451 -1.07168 3.93089
H 3.42825 0.11943 3.00756
H 2.94959 0.85579 0.70491
H -0.10591 -0.84674 -0.89965
H 1.43434 -0.32004 -1.30223
H 0.33093 0.99485 -0.76709
O 0.06995 -3.16318 -0.84812
H -0.23944 -3.14033 -1.76207
H 0.98336 -3.27159 -0.62652
O -0.40409 2.04450 2.95240
H -1.06373 1.32381 2.91600
H -0.86325 2.54022 3.64640
O -0.37640 -2.15829 -3.50660
H 0.34013 -1.51401 -3.57409
H -1.11553 -1.56967 -3.29542
O -0.03141 3.17830 0.46657
H 0.13193 2.66268 1.27190
H -0.87595 3.61570 0.60442
O -2.98455 1.16292 -1.05366
H -2.76130 0.24495 -0.84474
H -3.68547 1.00024 -1.70446
O -1.15805 2.18499 -2.46518
H -2.10445 2.19781 -2.28682
H -0.96902 1.35411 -2.03888
O -2.51870 -2.58696 -0.47808
H -2.06481 -2.89691 0.30992
H -3.33353 -2.14768 -0.24271
O 2.51491 -2.11768 0.17503
H 2.62792 -3.07222 0.27029
H 2.75290 -1.84257 1.07020
O 1.77323 1.19406 -3.06670
H 1.03449 1.71747 -2.71209
H 1.42084 0.39723 -3.39339
O 1.47045 3.67414 -1.99542
H 0.58040 3.43860 -1.73609
H 1.77429 4.17153 -1.22892
*
```

Calculated values
Relative energy (zero: lowest compared OMol25 entry of this formula, charge and spin), eV: 4.3705
Maximum force, Eh/bohr: 0.0423
Structure (SMILES): C=Cc1cc[nH]c1C.O.O.O.O.O.O.O.O.O.O
Highest occupied orbital energy, eV: -7.9